Below is a 20-piece molecular cluster, C80H220N20O20 overall, with properties calculated with ωB97M-V/def2-TZVPD.

Geometry (Å):
O -2.75851 4.99855 6.28110
O 0.33718 -3.52479 7.98524
O -0.34692 4.72358 -4.34310
O -7.11403 -1.91468 3.51023
O 7.72894 2.76230 0.23788
O -5.38493 4.56013 1.13417
O -5.34882 -7.21779 -1.25423
O -0.64807 -1.26221 -0.38041
O 1.11192 -4.03480 -2.11760
O -0.12975 -0.76096 4.73478
O -5.63748 -0.22131 -0.67802
O 4.57826 -2.80017 -1.54776
O -1.56871 -1.78131 -7.92302
O 3.28196 4.54840 -0.21406
O 4.61980 -4.16821 2.82540
O 0.14593 7.55118 -0.52888
O -5.48781 2.02275 3.88470
O -0.90382 -7.02419 0.74251
O 4.51975 1.26630 -3.43423
O 4.07186 6.92682 -6.31514
N 1.84911 -5.11393 6.16879
N -8.50744 3.49766 -0.57866
N -2.19842 2.43501 2.17712
N -3.77945 -3.24479 4.41726
N 7.10878 -6.69068 3.74286
N 6.46161 -0.32461 1.48444
N -3.03882 1.53037 -0.86796
N -0.38213 -4.46956 3.31322
N 2.28810 0.69531 -5.21384
N 2.57261 3.73820 -5.18799
N 2.24460 0.68943 5.01712
N 8.10778 -2.17502 -1.82910
N 5.30344 4.44125 -3.20912
N 0.63434 7.26107 3.09718
N -0.23721 2.75495 4.78354
N -4.80093 -5.20091 -3.10641
N 3.29002 -6.18010 -2.72419
N -2.49538 1.84805 -4.95668
N 2.12329 -1.70792 -7.59799
N -5.32451 1.96164 -3.01068
C 1.03740 -1.16691 3.98809
C 6.77869 -2.66861 -2.36933
C -6.19098 -0.63896 0.51493
C 1.96614 -6.41192 -2.08393
C -1.81423 0.78723 -1.13028
C 4.98840 4.82527 -1.84237
C -0.14861 8.58082 -1.51306
C 3.62656 -2.37144 -0.58231
C 6.89968 -4.08148 -2.88748
C -1.24997 -5.94198 1.62119
C 0.20750 -4.20206 -3.11568
C 3.07956 4.72863 -6.12596
C -8.34073 5.07000 1.34049
C 0.80832 -1.67639 -8.20678
C -6.37159 3.86501 0.42411
C 2.21210 4.81661 -7.34923
C 3.61084 4.27914 -1.59205
C -1.14374 3.28085 5.84511
C -1.99411 -7.26390 -0.18899
C 0.28379 -6.74975 3.48184
C 0.89519 -2.68525 -9.41566
C -0.34835 -2.02810 -7.25791
C -3.52468 1.81966 2.60871
C -2.67901 -1.71319 -7.03068
C 2.06727 -7.62179 -1.08775
C -6.55277 2.89788 4.34162
C -5.11750 -0.38133 -3.71885
C 5.11937 6.37688 -1.63835
C 1.24095 -0.68115 -3.60477
C -1.78751 -0.44995 -0.17616
C 3.94676 8.23647 -5.76942
C -3.12994 6.30567 6.11755
C 6.55027 -5.70709 2.88255
C 2.25035 0.49864 -3.80919
C -1.26456 2.71420 -5.02696
C 3.81690 -3.60778 6.47252
C -5.89069 -8.32043 -0.57742
C -4.32123 2.75503 3.60429
C -5.97013 0.64071 -3.04754
C -0.72438 3.15033 7.26918
C 1.51618 -2.94741 7.44588
C 5.34134 1.71523 0.62738
C 3.22082 6.15358 -5.54337
C -5.96690 -2.30268 4.22210
C 8.37603 3.76825 0.90633
C 3.68156 0.11522 -3.38637
C -0.65284 -2.44265 0.36157
C 1.41480 -5.16723 -1.29956
C -1.59556 4.70627 5.48837
C -0.68814 -2.62156 8.33308
C 5.87012 -2.44226 -1.17573
C 3.22696 -4.06470 2.83445
C -5.47168 -3.48522 -1.51762
C 3.20526 -0.40719 3.04636
C 5.90448 1.03260 -3.25342
C -5.93547 -5.95597 -1.02311
C -5.00697 -4.98257 -1.65758
C -0.53410 1.62832 -0.95554
C -0.79457 5.93666 1.64494
C -7.68217 -0.68080 3.84964
C 5.10624 -5.43980 3.31365
C 6.46786 -6.10806 1.42295
C 6.55639 0.78170 0.58881
C 1.94928 0.01944 3.74958
C 2.45348 -4.13476 7.11447
C 7.73647 1.56768 0.96661
C -0.04346 -5.59037 2.52204
C -4.76453 -2.81483 3.41436
C 0.19011 8.02219 0.79485
C -3.20551 0.50726 3.24589
C 0.38429 6.82254 1.72782
C -0.71210 2.78638 -6.42986
C -7.64803 4.54622 0.07253
C -1.53830 3.98643 -4.36302
C -5.23704 -3.80100 2.31892
C -6.64534 0.07176 -1.76075
C -4.42039 5.16843 0.38791
C -0.39685 5.83379 -3.51016
C -1.24215 -1.62954 4.45588
C 2.18895 3.72179 0.25811
H -2.15964 -6.21755 2.14220
H -0.56223 2.17464 -4.35468
H 0.18874 -3.32434 -3.78710
H -4.78483 -6.16877 -3.32694
H 1.36812 -1.09703 -2.60882
H -0.63012 2.68891 -1.33826
H 4.11857 -2.65956 6.94630
H -0.15353 2.25194 7.53344
H 2.02734 -2.39384 8.30141
H 7.83311 4.05802 1.87166
H 4.80778 6.57099 -0.61352
H 5.01725 -5.43809 4.36037
H 1.44850 0.77263 3.18705
H -1.57037 3.19735 8.03794
H -1.45485 -5.02191 1.03597
H -5.35402 -0.58561 1.18004
H -6.91943 -0.00312 4.08368
H -5.51268 -3.10234 -0.51274
H 2.82332 -4.90097 2.23266
H -7.27421 0.89012 -1.40321
H 8.38858 4.65263 0.23974
H 3.08046 -0.62075 1.94405
H -4.66619 2.10418 -2.26265
H -5.55029 -1.56236 4.90281
H 0.17038 -4.49262 4.18608
H 7.03825 -1.12743 1.21961
H 5.75506 -5.48710 0.81961
H -4.92031 5.76654 -0.36761
H 8.01109 -6.95682 3.41874
H 0.51177 -5.48256 -0.81367
H 7.43051 -6.10062 0.86491
H -2.67431 -2.52838 -6.31299
H -1.04436 -2.67157 4.78708
H -0.83164 5.38078 5.72544
H 2.44132 -8.56753 -1.51631
H 0.60098 6.24239 -3.61410
H 1.21714 5.18597 -7.14747
H -2.16082 -6.45440 -0.94897
H 6.01709 -4.31355 -3.43893
H -7.48699 5.27918 -0.74608
H -0.57975 5.51099 -2.50272
H -6.10619 2.61920 -2.94247
H 1.44317 7.93865 3.08619
H -1.91174 3.80780 -3.34541
H -0.66372 -6.97891 4.03143
H 1.56240 -2.00757 4.50801
H 2.88381 -3.21732 2.25508
H -0.86493 -4.18497 -2.68047
H -6.72234 -1.59607 0.48657
H 3.69565 -0.26475 -2.35500
H -9.23250 3.79023 -1.21176
H -6.89928 -5.89931 -1.46217
H 0.32863 -5.05486 -3.80285
H -9.30526 5.58506 1.15165
H -2.57668 -0.75620 -6.39611
H 8.83043 -2.19521 -2.55531
H 4.44673 1.10310 0.61040
H 1.43687 1.01709 5.45943
H 1.42604 -1.36561 -4.39798
H 3.38414 -5.25349 -3.16017
H -4.29341 -1.99234 2.81900
H -1.78721 -8.25069 -0.63541
H 3.71060 6.01651 -4.55218
H -2.23258 3.49075 2.02837
H -2.29364 6.99770 6.31986
H 5.53609 -0.63983 1.73334
H -2.37922 4.37260 -4.98905
H 0.82527 6.52922 3.75201
H -8.21829 -0.37184 2.95384
H -1.15614 8.88889 -1.40315
H -5.59047 -4.73203 -3.58079
H -6.21969 -3.59903 1.89322
H 0.24650 -0.21688 -3.67206
H 3.53628 3.20373 -1.86669
H 6.42268 1.18336 -4.18875
H 1.04661 -7.87354 -0.72681
H -3.73462 2.88135 4.49146
H -7.23332 -0.86504 -1.96074
H -4.15759 -3.68271 5.24567
H 2.59791 1.66941 -5.45612
H 5.49481 3.49624 -3.27060
H 2.67552 -7.34786 -0.22593
H -0.68997 8.59021 1.06308
H -8.43892 -0.74066 4.63771
H -3.36894 6.47917 5.10581
H -0.19859 -1.30296 -6.43496
H 3.97294 0.37479 3.20285
H -6.40535 -3.27178 -2.01134
H -1.79321 0.31786 -2.17260
H 0.74938 -5.53920 1.79650
H -0.90836 -2.48571 9.41728
H 1.30858 0.76055 -5.58463
H -3.95329 6.54797 6.72090
H -1.11678 6.62312 -3.81239
H 2.12262 3.90533 -7.94402
H 2.01720 3.94587 1.32246
H -3.13308 2.00080 -5.76352
H 2.20198 -4.85726 -0.60799
H -5.91761 -5.77023 0.09566
H 6.91890 -4.75943 -2.02443
H 4.05132 -0.72076 -3.99979
H 2.78616 0.18816 5.72703
H 1.13522 8.63832 0.83567
H 3.83087 -2.65416 0.45009
H 6.69260 0.51901 -0.50323
H -7.68505 5.75332 1.93863
H 1.17989 6.23908 1.32676
H 5.91407 -1.41263 -0.89487
H -6.59974 3.75285 3.66915
H -0.26874 1.71388 4.93508
H -1.58083 -1.52226 3.42769
H 3.71096 -3.37505 5.43489
H 8.29638 -2.87134 -1.12780
H -5.74809 -8.28509 0.47028
H 0.95060 -6.36445 4.22619
H -6.72486 3.04178 1.08473
H -0.63240 5.00054 2.18059
H -6.29657 -3.14175 4.86664
H 2.67834 -2.84989 -0.89923
H -3.74069 4.42337 -0.04078
H 2.25491 -2.63922 -7.18632
H -3.62169 -1.70125 -7.57824
H -2.31977 0.58115 3.84098
H -0.39300 -3.56717 2.86103
H 0.49821 -0.71332 -8.64825
H 1.02472 -5.46152 6.69521
H -1.41878 -3.18799 -0.02259
H 6.22565 1.78683 -2.49751
H -4.13122 1.74044 1.69754
H -1.91033 -0.03319 0.82334
H -2.12066 2.65475 5.71968
H 2.72672 -4.03185 3.84937
H -0.26863 -3.03088 -6.89316
H 0.52481 9.45764 -1.40825
H 0.33381 3.03979 -6.41724
H 2.26809 -1.02072 -6.88703
H -1.69929 6.33273 2.12754
H 1.27676 -2.27913 6.62321
H 7.74859 1.70754 2.09271
H -6.01569 3.43773 -0.43469
H -7.49375 2.29095 4.26760
H -4.04842 0.17019 3.90168
H 4.69301 -4.25107 6.54778
H -2.92379 2.00332 0.03020
H -4.02988 -5.06823 -1.22698
H 2.46046 -5.88837 5.92402
H -6.94634 -8.40689 -0.79874
H -4.52044 -3.94842 1.52271
H -0.04640 8.16174 -2.49901
H 2.76722 5.60496 -7.96870
H -1.76900 4.79100 4.38458
H 5.64571 4.25199 -1.19235
H -4.61769 -2.90717 -1.96429
H -0.14112 -2.68511 -9.83948
H 5.33076 2.42761 -0.23744
H -4.77756 0.06844 -4.75039
H 0.69563 -1.51003 3.00418
H -3.82430 0.86483 -0.77018
H 9.39877 3.45590 1.20746
H 1.61339 3.97491 -4.98609
H 1.63979 -2.28124 -10.09836
H 3.14078 3.75161 -4.36389
H -3.80490 5.80116 1.03371
H -0.09314 4.00880 7.54437
H 3.93661 -6.16422 -2.03999
H 0.34766 -2.80353 0.37430
H 3.51698 -1.24444 3.55970
H -2.98900 -0.20210 2.45869
H 6.19223 -3.08788 -0.33551
H -3.01440 1.88121 -4.04762
H -1.46776 2.22686 2.84105
H -5.46563 -1.43709 -3.80975
H 1.27664 3.93376 -0.32139
H 4.54496 8.92732 -6.35473
H 5.95291 -7.09566 1.39064
H -2.08717 -1.30084 5.11894
H -2.96749 -3.77597 4.10064
H -8.49631 4.17310 2.07509
H 5.28268 2.22004 1.59247
H -4.21416 -0.42328 -3.14450
H 2.86157 8.57368 -5.68520
H 3.52209 -1.29339 -0.62248
H -5.41713 -9.16043 -0.98405
H -6.72027 0.79711 -3.80251
H -2.65524 -1.07989 -0.49567
H 8.69041 1.02537 0.70996
H 6.19687 6.68768 -1.64443
H 2.93336 4.74994 -2.26524
H -0.93566 -2.30450 1.37294
H 6.07170 5.04564 -3.52595
H -8.90826 2.96221 0.16047
H 2.21814 6.62096 -5.43281
H 6.49500 -1.91705 -3.12205
H 0.77251 2.93817 4.96774
H 6.10888 0.06900 -2.85431
H 6.62005 -7.53840 3.59902
H 4.33649 8.19313 -4.69688
H -0.94383 5.58448 0.61799
H 2.68836 -4.63985 8.09444
H -6.93972 0.15201 0.77121
H -6.38227 3.22619 5.35084
H -1.60270 -2.88260 7.77962
H -4.61248 3.65378 3.12303
H 7.12474 -4.78474 3.05410
H 1.19263 -3.71649 -9.22694
H 7.79298 -4.16743 -3.53717
H -0.42752 -1.57444 8.02261
H 4.49328 -6.27113 2.92998
H -1.20581 3.53098 -6.96637
H 2.33286 2.61121 0.26448
H 4.59797 6.91014 -2.41490
H 1.92471 1.39230 -3.20614
H -0.23538 1.69941 0.04253
H 0.70571 -7.53741 2.93685
H -0.74694 1.80744 -6.89983
H -2.92517 -7.38906 0.40332
H -5.31520 -4.69267 2.86409
H 1.23702 -6.60239 -2.87718
H 4.08877 4.48039 -6.49198
H 0.29766 1.14772 -1.42752

The value obtained for the energy relative to the best compared isomer or geometry (same formula, charge and spin) is 464.6 kJ/mol. The total charge is 0. Its HOMO energy is -8.257 eV. For the gap between HOMO and LUMO, the calculation gives 8.75 eV.